108
Properties=species:S:1:pos:R:3:forces:R:3 method="wB97M-V/def2-TZVPD" energy_ha=-2437.9832 e_above_lowest_kcal_mol=28.46 charge=-1 multiplicity=1 homo_ev="-3.01 / -3.01" e_lumo_ev="1.28 / 1.28" orbital_gap_ev="4.288 / 4.290" largest_force_ev_per_a=2.33
Pt -0.0768 -0.2661 0.1034 -1.2567 0.1588 -0.3551
N 7.5346 0.0817 7.1903 -0.3588 0.0132 -0.3647
C 6.6900 0.1202 6.4036 1.4915 -0.0452 1.3687
C 5.6575 0.1718 5.4661 -1.6086 0.0481 -1.4807
C 5.5318 -0.8140 4.4707 0.5006 0.3357 0.7467
C 4.5003 -0.7620 3.5730 -0.8785 0.1313 -0.2324
C 3.5294 0.2626 3.6076 1.3183 0.0687 1.1843
C 3.6787 1.2512 4.6000 -0.3631 -0.1246 -0.7626
C 4.7115 1.2109 5.5001 0.7677 -0.2747 0.3915
C 2.4557 0.2723 2.6400 -1.7214 0.0682 -1.5741
C 2.8247 -0.0129 1.2932 -0.1153 0.1049 1.0821
C 4.1401 0.0721 0.7891 0.6173 -0.1584 -0.5018
C 4.0845 -0.2336 -0.5580 0.7444 0.2897 0.5722
C 2.7495 -0.4930 -0.8382 -0.6754 -0.1965 0.5678
N 1.9910 -0.3557 0.2623 -0.0764 -0.1688 -1.0023
C 1.1230 0.5542 3.0609 0.6291 -0.3289 0.0196
C 0.6685 0.8189 4.3698 -0.5292 0.2200 0.9929
C -0.7039 1.0275 4.2933 0.7121 0.0143 1.1354
C -1.0531 0.8592 2.9608 1.3214 -0.2592 -1.0993
N 0.0367 0.5851 2.2259 -0.7861 0.9436 0.6237
H 6.2582 -1.6135 4.4220 -0.0023 -0.0406 0.0215
H 4.3981 -1.5434 2.8340 -0.0277 0.0009 -0.0295
H 2.9904 2.0846 4.6226 -0.0407 -0.0315 -0.0248
H 4.8271 1.9943 6.2372 -0.0517 0.0032 0.0341
H 5.0132 0.3520 1.3446 0.1690 0.0899 0.0943
H 4.9018 -0.2657 -1.2571 0.0810 0.0219 -0.0579
H 2.3444 -0.8227 -1.7791 -0.2655 0.0038 0.0187
H 1.2614 0.8216 5.2660 0.0064 -0.0483 0.1774
H -1.3723 1.2627 5.1039 -0.0299 0.0000 0.1589
H -2.0315 0.9062 2.5117 -0.0994 0.0124 -0.1800
C -2.0574 4.2560 2.3390 -0.0459 0.0020 0.0803
C -2.3456 5.1972 1.2124 0.1358 -0.1254 -0.0665
C -3.2595 6.2299 1.3665 -0.0964 0.1695 -0.2028
C -3.5009 7.1445 0.3518 -0.0143 -0.0543 0.1298
C -2.8166 7.0348 -0.8469 -0.0011 0.1303 -0.0158
C -1.9074 6.0124 -1.0263 0.0466 -0.1873 0.1221
C -1.6727 5.0819 -0.0124 -0.2174 0.2796 -0.0876
N -0.7062 4.0864 -0.2178 0.2030 0.2065 -0.0042
C -0.9094 2.7151 -0.1994 0.3608 -0.1801 -0.4294
N -2.1976 2.3394 -0.1009 -0.1900 0.5437 0.2760
C -2.8215 1.0822 -0.2303 -0.0660 -0.7289 -0.1615
C -2.1005 -0.1230 -0.2505 0.6035 -0.0601 0.1083
C -2.8511 -1.2641 -0.5624 -0.1928 -0.0632 -0.1114
C -4.2167 -1.2295 -0.7742 0.0325 -0.1023 -0.0115
C -4.9045 -0.0387 -0.6465 0.0125 0.0065 0.0124
C -4.2200 1.1335 -0.3780 -0.0768 0.0038 0.0300
C -5.0061 2.4131 -0.2373 0.1023 -0.1161 -0.0450
N 0.0985 1.9166 -0.3517 -0.4130 -0.3379 0.2309
C 1.3853 2.5003 -0.2770 0.1946 0.3039 0.0258
C 1.8656 2.9309 0.9587 -0.0016 -0.0452 -0.0926
C 3.1257 3.4805 1.0694 0.0214 0.1066 0.0080
C 3.9083 3.6448 -0.0605 0.1013 0.0979 -0.0324
C 3.4231 3.2537 -1.2950 0.0829 0.0811 0.0850
C 2.1657 2.6812 -1.4242 -0.2517 -0.0323 0.0407
C 1.6161 2.3070 -2.7667 -0.0282 -0.0779 0.0815
H -2.2785 4.7274 3.2935 0.0024 0.0312 0.0823
H -1.0140 3.9491 2.3269 0.0711 -0.0792 0.0550
H -2.6561 3.3485 2.2659 0.0072 -0.0799 0.0369
H -3.7757 6.3301 2.3109 -0.0390 0.0013 0.0964
H -4.2032 7.9502 0.5050 -0.0912 0.0460 0.0090
H -2.9893 7.7451 -1.6421 -0.0095 0.0647 -0.0554
H -1.3604 5.9207 -1.9541 0.0111 -0.0517 -0.1014
H 0.1303 4.3698 -0.7090 -0.0398 -0.0659 0.1498
H -2.8466 3.1138 -0.1115 0.1643 -0.0863 -0.0593
H -2.3506 -2.2173 -0.6544 0.1582 0.0493 0.0585
H -4.7534 -2.1323 -1.0373 0.0061 -0.0822 0.0354
H -5.9782 -0.0233 -0.7692 -0.1406 0.1079 -0.0029
H -6.0693 2.1899 -0.2933 -0.0461 0.0390 0.0054
H -4.7852 3.1370 -1.0238 0.0581 0.1223 -0.0822
H -4.8228 2.8933 0.7243 0.0059 0.1440 0.1215
H 1.2455 2.7969 1.8313 -0.0969 -0.0268 0.0610
H 3.5006 3.7717 2.0392 0.0406 0.0675 0.1275
H 4.8917 4.0839 0.0209 0.1196 0.0102 -0.0032
H 4.0345 3.3947 -2.1769 0.0163 -0.0345 -0.0916
H 2.4155 2.0745 -3.4652 0.0782 -0.0221 -0.0898
H 1.0327 3.1320 -3.1836 -0.0719 -0.0234 -0.0694
H 0.9605 1.4452 -2.6706 -0.0748 -0.0870 -0.0855
C 1.0524 -5.8994 -3.2314 -0.0326 0.0721 0.0359
C 0.8342 -4.4620 -2.8445 0.1531 0.1511 -0.2098
C 0.9053 -3.4694 -3.8080 0.1281 -0.2086 -0.1758
C 0.6295 -2.1520 -3.4583 -0.2220 -0.2575 0.1855
C 0.8015 -1.0538 -4.4693 -0.0509 -0.0442 0.0843
C 0.2244 -1.8731 -2.1727 -0.0276 0.1788 -0.8350
C 0.2115 -2.8321 -1.1240 -0.1844 -0.2278 -0.3246
C 0.5507 -4.1436 -1.5282 0.0209 -0.1577 0.2046
N -0.1763 -2.3896 0.0895 -0.0458 0.9451 -0.1975
C -0.2145 -3.1290 1.3451 0.0417 -0.0773 0.2167
C -1.3112 -2.5090 2.2257 0.2563 0.0142 -0.1544
C -0.5580 -4.6309 1.2452 0.0896 0.2411 -0.0180
C 1.1316 -2.9858 2.0695 -0.2180 0.0088 -0.0655
H 1.3660 -5.9713 -4.2703 0.0553 -0.0658 -0.0870
H 0.1252 -6.4625 -3.1174 -0.0238 -0.0989 -0.0024
H 1.8077 -6.3720 -2.6059 0.0785 -0.0806 0.0623
H 1.1629 -3.7162 -4.8272 0.0870 -0.0824 -0.1982
H 0.8802 -1.4650 -5.4731 -0.0192 0.0028 -0.1364
H 1.7204 -0.5017 -4.2640 0.0569 0.1088 -0.0352
H -0.0259 -0.3478 -4.4404 -0.0759 0.1057 0.0028
H -0.0832 -0.8476 -1.9084 0.2087 -0.5545 -0.3830
H 0.5923 -4.9540 -0.8269 -0.0698 -0.1053 0.1754
H -2.2939 -2.7308 1.8202 -0.1909 -0.0017 -0.0905
H -1.1878 -1.4331 2.2820 -0.0652 -0.0601 -0.0279
H -1.2495 -2.9144 3.2322 0.0111 -0.1226 0.2141
H -1.3112 -4.8167 0.4827 -0.0502 -0.0420 -0.0876
H -0.9589 -4.9476 2.2073 -0.0290 -0.0589 0.0775
H 0.3254 -5.2341 1.0490 -0.0156 -0.1054 -0.0694
H 1.2981 -1.9434 2.3211 0.0156 0.0031 0.0453
H 1.9399 -3.3219 1.4249 0.1623 -0.0729 -0.1199
H 1.1338 -3.5737 2.9846 0.0524 -0.1244 0.2210



125
Properties=species:S:1:pos:R:3:forces:R:3 method="wB97M-V/def2-TZVPD" energy_ha=-5216.3993 e_above_lowest_kcal_mol=17.11 charge=+1 multiplicity=2 homo_ev="-9.82 / -9.80" e_lumo_ev="-2.48 / -4.31" orbital_gap_ev="7.343 / 5.486" largest_force_ev_per_a=2.15
Pb -0.3236 -0.9594 0.5831 -0.9138 -0.2677 1.1430
C 1.7349 0.7945 4.5135 -0.0485 0.0049 0.0130
C 0.3604 0.2220 4.3432 -0.0512 -0.0496 -0.0843
C -0.7100 1.0597 4.0437 0.0096 -0.0617 -0.0152
C -1.9910 0.5599 3.8849 -0.0467 0.0688 0.0209
C -2.2206 -0.7963 4.0366 -0.0888 -0.0813 -0.0319
C -1.1650 -1.6419 4.3262 -0.0702 -0.1373 0.0456
C 0.1159 -1.1377 4.4791 -0.0362 0.0114 0.0569
H 1.7608 1.4574 5.3760 0.0913 0.0769 0.0770
H 2.0168 1.3772 3.6382 0.0826 0.0725 -0.0807
H 2.4731 0.0114 4.6603 0.1176 -0.0861 0.0165
H -0.5285 2.1188 3.9540 0.0280 0.2027 -0.0452
H -2.8196 1.2175 3.6536 0.0420 0.0639 0.0017
H -3.2198 -1.1903 3.9477 -0.1424 -0.0707 -0.0826
H -1.3474 -2.6999 4.4518 -0.0014 -0.0951 0.0160
H 0.9236 -1.8159 4.7181 0.1065 0.0531 0.0540
O -1.8740 -2.7745 0.0397 -0.0287 0.5124 0.1899
N -1.4531 -3.8446 -0.5781 0.3630 -0.4023 -0.3201
C -2.2968 -4.8856 -0.6685 -0.4409 -0.4738 0.0291
C -1.9232 -6.0794 -1.2259 0.0715 0.0987 -0.0160
C -0.6317 -6.2143 -1.7299 -0.0527 0.1733 0.0719
C 0.2108 -5.1308 -1.6788 -0.2413 -0.1790 0.0292
C -0.2059 -3.9233 -1.1108 0.1745 0.1636 -0.1059
S 0.8633 -2.5773 -1.1062 0.2306 0.0430 -0.3787
H -3.2761 -4.6943 -0.2562 0.0405 0.0253 0.0503
H -2.6287 -6.8902 -1.2591 -0.1335 -0.0946 0.0027
H -0.3021 -7.1471 -2.1529 0.0623 -0.1482 -0.0958
H 1.2162 -5.1770 -2.0628 0.0814 0.0018 -0.0546
C 6.1668 -4.1545 2.3519 -0.1042 0.0421 0.1258
C 5.3468 -3.5223 3.4854 0.1640 -0.1113 0.0688
C 5.0435 -4.5986 4.5301 0.0124 0.1485 -0.1526
C 6.1689 -2.4119 4.1510 -0.1516 -0.1000 -0.0640
C 4.0773 -2.9586 2.8788 -0.2626 -0.0032 -0.0216
C 2.8300 -3.5525 3.0612 0.0934 0.1476 -0.1318
C 1.7188 -2.9899 2.4589 0.1473 -0.0866 0.0155
N 1.7689 -1.8942 1.7230 0.3731 0.1588 0.0899
C 2.9539 -1.3205 1.4980 0.2391 -0.5872 0.4816
C 4.1192 -1.8306 2.0612 -0.2029 0.0995 -0.0373
C 2.9482 -0.1357 0.6207 0.2304 0.3601 -0.3443
C 4.1041 0.3269 -0.0042 -0.1958 -0.0188 0.0125
C 4.0489 1.4199 -0.8631 -0.2431 -0.0355 0.1807
C 2.8147 2.0602 -0.9794 0.0595 -0.0900 0.0741
C 1.7167 1.5421 -0.3285 0.1265 0.3205 -0.1166
N 1.7631 0.4503 0.4202 0.3657 -0.1042 0.1341
C 5.2205 1.8736 -1.7038 0.1572 0.0875 -0.1302
C 6.5358 1.2135 -1.2886 -0.2620 0.1015 -0.0454
C 4.8960 1.4878 -3.1555 0.0644 0.0121 0.1305
C 5.3816 3.3957 -1.6064 -0.0380 -0.1433 0.0400
H 7.0675 -4.6029 2.7625 0.1434 -0.0582 0.0040
H 6.4541 -3.4114 1.6130 0.0688 0.0900 -0.1150
H 5.5903 -4.9290 1.8516 -0.0270 -0.1112 -0.0782
H 5.9676 -4.9144 5.0067 0.0923 -0.0387 0.0330
H 4.5934 -5.4744 4.0696 -0.0787 -0.1328 0.0124
H 4.3773 -4.2203 5.3023 -0.0646 -0.0019 0.1251
H 7.0389 -2.8489 4.6330 0.1224 -0.0289 0.0537
H 5.5839 -1.8938 4.9067 -0.0581 0.0774 0.1203
H 6.5236 -1.6818 3.4303 0.0584 0.1305 -0.0874
H 2.7030 -4.4351 3.6631 0.0148 -0.1175 0.0703
H 0.7420 -3.4417 2.5661 -0.1252 -0.0555 0.0979
H 5.0608 -1.3369 1.8825 0.0716 0.0489 -0.0093
H 5.0306 -0.2006 0.1452 0.0715 -0.0366 -0.0134
H 2.6824 2.9274 -1.6035 0.0208 0.1317 -0.0984
H 0.7442 2.0005 -0.4365 -0.0400 0.0894 -0.0134
H 6.5040 0.1370 -1.4312 0.0383 -0.1698 0.0279
H 6.7693 1.4364 -0.2508 0.0889 -0.0238 0.1648
H 7.3406 1.6029 -1.9043 0.1148 0.0337 -0.0809
H 4.8164 0.4078 -3.2557 -0.0020 -0.1460 -0.0457
H 5.6828 1.8410 -3.8163 0.1036 0.0348 -0.1119
H 3.9538 1.9285 -3.4719 -0.0987 0.0767 -0.0781
H 5.4360 3.7149 -0.5682 0.0278 0.0728 0.1070
H 4.5602 3.9177 -2.0885 -0.0915 0.1033 -0.0217
H 6.3001 3.6932 -2.1029 0.1086 0.0760 -0.0931
C -2.8361 7.2234 -0.7404 -0.0184 0.0215 0.0136
C -2.9604 5.7353 -0.6568 0.0439 -0.1506 0.0555
C -3.9374 5.0245 -1.3306 0.0434 0.0202 0.0845
C -4.0335 3.6377 -1.2615 -0.0345 -0.1165 -0.0979
C -5.1371 3.0043 -2.0631 0.0967 -0.0435 -0.1080
C -3.1189 2.9155 -0.4793 0.0125 -0.3919 -0.1808
As -2.9411 0.9027 -0.2654 -1.7293 0.5413 1.1521
N -1.4227 0.4851 -1.1717 1.2215 0.1591 -1.2762
C -0.9215 1.0328 -2.2899 -0.4745 -0.0593 0.0972
C -1.6393 1.9575 -3.0843 -0.3142 0.2380 -0.3152
C -1.1831 2.3355 -4.3239 -0.2687 0.1963 0.0705
C 0.0120 1.8334 -4.8219 0.0174 0.0071 -0.0441
C 0.7504 0.9417 -4.0540 0.2059 -0.1091 0.2267
C 0.3133 0.5658 -2.8060 0.1861 -0.2033 -0.1710
C -4.4422 0.0087 -1.2225 0.3579 0.1734 -0.0274
C -4.3223 -0.8216 -2.3381 -0.1054 0.1114 -0.0396
C -3.0199 -1.3283 -2.8778 0.1533 0.0821 -0.0130
C -5.4844 -1.2427 -2.9789 -0.0941 -0.0153 0.1416
C -6.7465 -0.9210 -2.5101 0.1260 0.0228 0.0153
C -7.9794 -1.3626 -3.2323 -0.0533 0.0410 -0.0121
C -6.8394 -0.2039 -1.3224 0.1581 -0.1355 -0.0395
C -5.7079 0.2411 -0.6610 0.0428 -0.0322 -0.0241
C -5.8551 0.9349 0.6599 0.1018 0.0641 0.0049
C -2.1621 3.6367 0.2533 0.0519 -0.0829 0.0287
C -1.2393 3.0153 1.2642 0.0437 -0.1243 -0.0845
C -2.0814 5.0146 0.1347 -0.1497 -0.0179 -0.1263
H -3.5470 7.6491 -1.4424 -0.0371 0.0533 -0.0614
H -1.8277 7.4953 -1.0486 0.0272 0.1033 -0.0421
H -3.0111 7.6672 0.2392 -0.0146 0.0846 0.0187
H -4.6505 5.5568 -1.9429 -0.0967 0.0833 -0.1006
H -5.3994 3.6395 -2.9066 -0.0213 0.0445 -0.0359
H -6.0352 2.8844 -1.4557 -0.0230 -0.0797 0.0037
H -4.8604 2.0230 -2.4414 -0.0847 0.0337 -0.0581
H -2.5859 2.3315 -2.7270 0.0275 -0.0240 -0.0465
H -1.7766 3.0127 -4.9212 -0.0098 0.0622 -0.0270
H 0.3594 2.1247 -5.8001 0.0323 0.0241 -0.1258
H 1.6696 0.5327 -4.4450 0.1143 -0.0475 0.0020
H 0.8779 -0.1441 -2.2259 0.0483 -0.1346 -0.0023
H -2.3161 -1.4874 -2.0661 0.1175 -0.1335 -0.0803
H -2.5764 -0.6310 -3.5892 0.0572 -0.0043 -0.0661
H -3.1791 -2.2738 -3.3924 0.0068 -0.0375 -0.0401
H -5.3845 -1.8560 -3.8649 -0.0302 -0.0715 -0.0664
H -7.7299 -1.9669 -4.1000 -0.0320 -0.0513 -0.0660
H -8.5475 -0.4956 -3.5676 -0.0830 0.0072 -0.0529
H -8.6225 -1.9438 -2.5741 -0.0825 -0.0570 0.0047
H -7.8148 -0.0052 -0.8995 -0.0871 0.0485 0.0719
H -6.9013 1.1404 0.8736 -0.0125 0.0592 0.0406
H -5.2984 1.8743 0.6847 -0.0935 0.0865 0.1058
H -5.4593 0.2947 1.4512 -0.0038 0.0584 0.0822
H -1.0903 1.9470 1.1102 0.0951 0.0828 0.1926
H -1.6821 3.1559 2.2506 0.0719 -0.1333 0.0858
H -0.2693 3.5119 1.2625 0.0385 0.0057 0.0208
H -1.3146 5.5409 0.6845 0.1171 0.0738 0.1253



> Among the records above, which one has the lowest charge?

C50H50N7Pt